Computed, not measured: a molecular structure, C10H19N2O6PZn, with ωB97M-V/def2-TZVPD.

Structure (XYZ):
```
39
Properties=species:S:1:pos:R:3:forces:R:3:nbo_charge:R:1
H 5.345 -0.156 0.985 -0.7 -2.1 -1.0 0.2095
H 1.212 -0.138 0.964 0.1 1.9 -1.2 0.2469
H -4.611 -3.248 -0.625 0.6 2.1 1.3 0.2742
H 0.237 -0.818 -2.935 -0.7 0.1 2.6 0.2610
O -1.695 -2.520 -0.863 -2.7 2.1 1.9 -0.5329
C -1.624 -1.292 -1.692 0.1 -0.6 -1.9 -0.1061
C -4.301 -2.336 0.057 1.2 -0.4 0.2 -0.7336
O -2.137 -2.343 1.491 -3.1 -0.1 -8.0 -0.5555
H -4.571 -1.289 -0.391 0.4 -2.1 0.7 0.2536
C 1.526 0.583 0.097 -0.6 -0.7 -0.9 0.0978
C -0.057 -0.860 -1.779 0.1 -0.8 -0.5 -0.4641
C 3.318 -1.160 0.447 2.2 -1.0 0.1 -0.2574
O 0.198 4.198 -0.281 0.7 -8.1 1.0 -0.5641
H 2.958 -2.148 -0.108 0.5 2.2 1.3 0.2367
H 0.577 -1.773 -1.345 -1.4 2.2 -0.7 0.2807
N 2.889 0.073 -0.316 -1.2 1.0 1.9 -0.5682
H -1.587 0.597 3.014 1.2 -0.4 -1.4 0.5451
H 3.030 -1.165 1.586 0.1 0.1 -2.2 0.2090
P -1.741 1.455 0.972 -5.4 -5.3 -0.1 2.1364
O -3.164 0.754 0.787 5.6 3.3 0.6 -0.9580
Zn -0.755 3.921 2.752 -0.2 -0.2 -1.1 1.5343
H -1.946 -1.636 -2.789 0.7 0.8 2.4 0.2374
C -2.663 -2.383 0.236 2.5 0.0 6.0 0.8029
C 0.360 0.558 -1.103 1.4 0.0 -1.2 -0.2114
H 2.290 2.538 -0.227 -0.5 -0.5 1.6 0.4276
H 5.409 -2.092 0.967 -0.7 1.9 -1.3 0.2609
H -2.916 3.411 0.992 1.1 -0.1 1.0 0.6015
H -2.381 -0.457 -1.387 1.5 -1.5 -0.2 0.2047
H -1.414 2.007 -1.547 0.8 -0.6 2.2 0.3508
H 0.928 1.106 -1.999 -1.3 -0.8 1.9 0.2581
H 5.303 -1.043 -0.702 -0.3 -0.5 2.3 0.2351
H -4.755 -2.449 1.146 1.1 0.3 -2.5 0.2792
C 4.991 -1.141 0.426 -1.0 0.6 -0.2 -0.6341
C 0.329 2.869 -0.204 0.1 2.9 0.0 0.6637
H 3.628 0.816 -0.177 -1.1 -1.1 -0.4 0.3916
N 1.533 2.100 0.380 -1.2 1.8 -2.3 -0.6625
O -0.881 0.696 2.281 -2.4 3.1 -1.4 -0.9238
C -0.748 1.666 -0.643 2.1 1.6 0.1 -0.6739
O -2.113 3.099 1.531 0.3 -0.8 -0.4 -1.1533
```
Positions in Å, forces in eV/Å.

Output
Energy in a.u.: -3073.113097
Lowest unoccupied orbital energy in eV: -12.67
Energy relative to the best compared isomer or geometry (same formula, charge and spin) in kJ/mol: 900.1
Highest occupied orbital energy in eV: -15.05
Charge: +2

=====

Computed, not measured: a gas-phase ion, C10H19N3O (charge +2), with ωB97M-V/def2-TZVPD.

Structure (XYZ):
```
33
Properties=species:S:1:pos:R:3:forces:R:3:nbo_charge:R:1
C 0.229 -1.442 0.507 -1.9 0.6 0.1 0.6486
H 1.142 2.396 1.774 0.8 2.7 0.2 0.2196
C -3.755 -0.415 -1.396 -1.0 -1.2 -2.4 -0.4546
H -3.555 1.018 1.704 -0.4 -0.1 -1.5 0.2500
C -1.145 -0.820 0.632 -0.2 0.7 -1.4 -0.2381
H -4.228 0.225 -2.191 0.5 -0.4 1.0 0.2623
H -3.041 -1.122 -1.935 -0.6 1.2 1.0 0.2621
H -1.062 0.648 -0.937 0.1 -0.4 0.0 0.2289
C 3.438 -0.653 -0.900 2.4 -1.2 -3.0 -0.2771
C -3.708 0.189 0.949 -0.3 1.7 2.6 -0.4309
C -1.668 0.049 -0.261 1.7 0.0 1.1 -0.0367
N 1.316 -0.678 0.323 1.8 1.2 -0.8 -0.4535
H 1.833 1.617 -1.293 1.8 -0.3 1.9 0.2376
N 3.674 0.785 -0.459 -0.4 0.4 -5.1 -0.4946
H -1.624 -1.478 1.342 -0.8 0.4 0.0 0.2660
H -3.302 -0.565 1.560 0.4 -1.7 -0.2 0.2417
H -4.718 0.012 0.743 -1.6 0.0 0.3 0.2377
C 0.844 1.450 1.558 -1.1 -3.7 -0.1 -0.3476
H 3.022 -0.680 -1.932 -0.5 0.6 0.9 0.2568
H 2.217 -2.300 -0.322 0.1 -2.2 -1.1 0.2812
O 0.165 -2.643 0.536 1.0 -0.5 -0.2 -0.5231
H 4.451 -1.171 -1.227 -1.6 1.2 1.6 0.2901
C 1.452 0.717 0.612 -0.1 0.8 1.1 0.1162
H 4.256 1.298 -1.240 -0.9 -1.2 2.2 0.4766
C 2.411 1.515 -0.242 -3.0 -0.2 -2.6 -0.2786
H -3.251 1.443 -0.446 0.7 -0.9 -0.8 0.4635
N -3.076 0.418 -0.350 -0.1 -0.2 1.0 -0.3844
H 2.947 -1.596 1.082 1.2 -0.2 -0.2 0.2421
C 2.629 -1.432 0.057 -2.4 2.4 2.1 -0.2545
H 0.062 1.068 2.224 0.4 -0.1 -0.3 0.2239
H 2.475 2.548 0.123 0.7 -0.6 0.0 0.2760
H -4.564 -1.072 -0.966 1.0 0.9 -0.2 0.2610
H 4.135 0.675 0.368 2.3 0.4 3.0 0.4318
```
Positions in Å, forces in eV/Å.

Output
Energy in a.u.: -631.232932
Lowest unoccupied orbital energy in eV: -6.27
Energy relative to the best compared isomer or geometry (same formula, charge and spin) in kJ/mol: 0.0
SMILES: C=C1C[NH2+]CCN1C(=O)/C=C/[NH+](C)C
Highest occupied orbital energy in eV: -16.09
Charge: +2

=====

Computed, not measured: a molecular structure, C10H19N3O4, with ωB97M-V/def2-TZVPD.

Structure (XYZ):
```
36
Properties=species:S:1:pos:R:3:forces:R:3:nbo_charge:R:1
C 3.186 -0.377 1.744 0.6 -2.2 0.9 -0.6060
C 3.510 0.299 0.425 -3.2 -0.7 0.6 -0.2260
C 3.658 -1.918 -0.931 -4.3 -4.0 -1.7 -0.6596
H -0.444 2.246 -0.080 1.3 -2.6 1.2 0.4744
N 2.028 2.524 -0.084 2.5 2.2 -0.4 -0.8722
H 4.223 1.007 0.743 0.9 1.3 -0.4 0.2115
H 3.760 -2.507 0.031 0.0 0.1 -1.3 0.2156
O -3.868 -1.828 0.027 -6.7 0.0 -1.7 -0.5987
H 4.097 -2.518 -1.864 -0.6 1.5 2.3 0.2330
H 2.686 3.081 -0.809 -1.9 -1.6 2.8 0.3832
O -4.028 0.825 -0.114 1.1 -2.5 -1.5 -0.7037
C 2.245 1.073 -0.223 0.5 0.4 -1.9 -0.1393
H 2.400 -1.947 -1.127 3.6 0.4 0.4 0.2459
C 4.186 -0.628 -0.616 2.4 5.6 0.7 -0.4080
C -2.742 -1.728 0.253 6.4 0.8 1.9 0.6817
H 5.169 -0.740 -0.085 -0.3 -0.1 -1.0 0.2031
H -2.208 -0.361 1.983 -0.8 0.7 -1.4 0.2477
H -0.965 -1.011 1.135 -0.4 0.1 -0.1 0.2095
C -1.958 -0.593 0.910 1.8 0.1 2.1 -0.5043
C -1.580 0.518 -0.092 -0.6 -1.4 0.2 -0.1586
H -1.798 -3.404 -0.660 -1.1 -0.6 -0.5 0.4059
H -4.085 -0.231 -0.413 0.2 3.0 1.6 0.5157
H 2.215 -1.049 1.641 2.2 0.9 0.4 0.2107
H -1.583 -0.024 -1.090 0.8 0.6 0.9 0.2435
C -2.793 1.380 -0.217 -1.1 3.7 -0.2 0.7766
C 0.827 0.460 -0.168 -0.3 -2.1 -2.6 0.6903
H 2.974 0.389 2.606 0.8 -1.6 -1.5 0.2227
H 4.318 -1.118 1.886 -3.8 2.1 0.4 0.1983
O -2.709 2.605 -0.371 0.2 -2.2 0.4 -0.5984
H 4.307 0.298 -1.355 0.3 -2.9 0.1 0.2003
H 2.089 2.934 0.901 0.2 -0.9 -2.0 0.3785
H -0.830 -2.439 0.389 -2.9 -0.6 -2.0 0.4094
N -1.811 -2.594 -0.090 5.3 -1.4 1.4 -0.7956
N -0.269 1.202 0.264 -2.7 1.4 -2.0 -0.6521
H 2.520 0.967 -1.357 -1.0 0.1 1.9 0.2261
O 0.640 -0.653 -0.743 0.4 2.1 2.2 -0.6610
```
Positions in Å, forces in eV/Å.

Output
Energy in a.u.: -857.530928
Lowest unoccupied orbital energy in eV: 0.48
Energy relative to the best compared isomer or geometry (same formula, charge and spin) in kJ/mol: 592.4
Highest occupied orbital energy in eV: -9.64

=====

Computed, not measured: C10H19N3O4 in the gas phase, with ωB97M-V/def2-TZVPD.

Structure (XYZ):
```
36
Properties=species:S:1:pos:R:3:forces:R:3:nbo_charge:R:1
H 0.722 1.371 -0.796 0.0 -0.2 -0.3 0.2163
N -0.564 -0.916 -0.133 -0.4 -0.2 0.0 -0.5990
H -2.071 0.556 1.220 0.2 0.2 0.0 0.2067
H 1.079 -1.124 3.639 -0.5 0.7 -0.1 0.2391
H -0.418 -0.464 -5.591 -0.2 0.4 0.3 0.3988
H 1.362 2.061 -3.077 -0.2 -0.3 0.2 0.2381
C 1.064 -2.123 1.187 0.2 -0.2 -0.1 0.7850
H -2.881 0.312 3.573 -0.2 -0.3 0.1 0.2067
H 2.167 -0.574 -2.430 -0.2 0.3 0.6 0.4188
C 0.430 -0.230 3.489 0.6 -0.3 0.3 -0.6220
N -0.479 0.295 -4.913 0.4 -0.5 -0.4 -0.8063
C 0.718 0.608 -1.596 0.3 0.4 0.2 -0.1374
C -1.404 0.783 2.060 0.1 0.3 -0.2 -0.3954
H -0.758 1.660 1.760 -0.6 -0.7 0.2 0.1885
O 2.019 -2.306 0.273 -0.3 0.6 -0.2 -0.6975
H -1.365 0.416 -4.457 -0.2 0.0 0.1 0.4117
H 1.075 0.646 3.293 -0.2 -0.2 0.2 0.1949
H -1.132 -1.300 2.551 -0.4 -0.3 0.0 0.2166
C -2.283 1.155 3.259 0.0 0.7 -0.5 -0.6064
H 1.015 -0.008 0.863 0.0 0.0 0.0 0.2143
O -1.363 -0.432 -2.176 0.3 0.1 0.3 -0.6421
C -0.517 -0.444 2.307 0.3 0.3 0.1 -0.2182
H 2.722 0.488 -1.348 0.8 0.6 0.2 0.3742
H -0.409 1.904 -2.922 0.6 -0.4 -0.1 0.2332
H -1.383 -1.517 -0.029 0.3 0.3 -0.2 0.4143
H -0.107 -0.056 4.443 0.2 -0.1 -0.6 0.2200
C 0.545 1.334 -2.935 -0.4 0.5 -0.2 -0.5096
H -2.981 1.972 2.987 0.4 -0.4 0.2 0.2129
O 1.653 -0.234 -4.359 0.0 0.0 0.0 -0.6449
C 0.284 -0.798 1.044 0.2 0.1 0.2 -0.1530
H -1.689 1.491 4.106 0.0 0.0 0.1 0.2051
C -0.485 -0.287 -1.330 -0.5 -0.4 -0.1 0.6763
C 0.623 0.380 -4.125 -0.2 0.1 0.3 0.6932
O 0.814 -2.944 2.029 0.0 0.1 -0.1 -0.5846
H 2.020 -1.522 -0.369 0.1 -0.5 0.3 0.5088
N 1.978 -0.153 -1.499 -0.7 -0.9 -0.7 -0.8569
```
Positions in Å, forces in eV/Å.

Output
Energy in a.u.: -857.755871
Lowest unoccupied orbital energy in eV: 0.37
Energy relative to the best compared isomer or geometry (same formula, charge and spin) in kJ/mol: 1.8
SMILES: CC[C@H](C)[C@H](NC(=O)[C@@H](N)CC(N)=O)C(=O)O
Highest occupied orbital energy in eV: -9.70

=====

no.,HOMO-LUMO gap (eV)
1,2.386
2,9.821
3,10.120
4,10.068